## one
The following is a DFT calculation (ωB97M-V with the def2-TZVPD basis set) of a single C3H6NP molecule.

Computed properties:
* E_LUMO: 0.78 eV
* SMILES string: CPCC#N
* net charge: 0
* HOMO energy: -0.34470 Ha

Each line ends with the Löwdin charge.
CARTESIAN COORDINATES (ANGSTROEM)
C1 -1.18377 1.39509 0.49196  -0.298
P1 -1.04875 -0.28621 -0.55364  0.832
C2 0.84687 -0.86154 -0.31706  -0.424
C3 1.80816 0.19667 -0.40835  -0.373
N1 2.65230 0.97798 -0.26279  0.132
H1 -2.05779 1.31838 1.13831  0.004
H2 -1.12447 2.43473 0.25401  0.013
H3 -0.30631 0.95525 1.07890  0.008
H4 -0.98490 -0.05193 -1.93548  -0.115
H5 1.02110 -1.98832 -0.61375  0.112
H6 0.89365 -1.03425 0.86759  0.109

=====

## two
The following is a DFT calculation (ωB97M-V with the def2-TZVPD basis set) of a 2-piece molecular cluster, C3H6NP overall.

Computed properties:
* E_LUMO (alpha / beta): -1.72 / -0.94 eV
* net charge: 0
* HOMO energy (alpha / beta): -0.36104 / -0.32548 Ha

Each line ends with the Löwdin charge.
CARTESIAN COORDINATES (ANGSTROEM)
C1 2.18181 0.36461 0.00023  -0.375
C2 -0.82987 -1.17369 -0.01922  -0.373
C3 0.98463 1.07550 0.22203  -0.397
N1 3.14468 -0.30097 0.14422  0.139
P1 -0.76842 0.64707 0.18488  0.774
H1 -0.57219 -1.34668 -1.04780  0.004
H2 -1.74004 -1.54744 0.34052  0.008
H3 -0.01519 -1.59660 0.55065  0.031
H4 1.04293 2.20380 0.13668  0.060
H5 0.98721 0.31511 -2.28551  0.138
H6 -1.17877 0.56645 1.66899  -0.010

=====

Last place for stability: two

=====

## one
The following is a DFT calculation (ωB97M-V with the def2-TZVPD basis set) of a 3-piece molecular cluster, C6H10O3 overall.

Computed properties:
* E_LUMO (alpha / beta): 0.62 / 0.28 eV
* net charge: 0
* HOMO energy (alpha / beta): -0.29833 / -0.28199 Ha

Each line ends with the Löwdin charge.
CARTESIAN COORDINATES (ANGSTROEM)
C1 0.61918 -0.03624 0.03153  -0.618
C2 0.79861 -0.88450 -1.18473  0.023
C3 -1.00703 1.78803 -0.68885  -0.232
C4 0.42294 -1.56702 1.76404  -0.003
C5 -0.32004 2.77062 -1.24720  -0.006
C6 -0.38157 -2.60252 1.72926  -0.075
O1 -0.48579 0.16206 0.60498  -0.023
O2 1.67485 0.74065 0.29261  0.111
O3 -2.34125 1.63688 -0.72615  0.031
H1 1.43761 1.31724 1.03754  0.144
H2 -2.58490 0.98245 -0.05797  0.102
H3 1.17443 -1.31281 2.50322  0.057
H4 1.75775 -1.40115 -1.14812  0.098
H5 -0.01790 -1.59749 -1.25794  0.092
H6 0.78795 -0.23094 -2.06056  0.099
H7 -0.82796 3.61698 -1.71119  0.059
H8 0.75936 2.74760 -1.30216  0.040
H9 -0.32812 -3.40880 2.46555  0.052
H10 -1.13812 -2.72103 0.95616  0.050

=====

## two
The following is a DFT calculation (ωB97M-V with the def2-TZVPD basis set) of a 2-piece molecular cluster, C6H10O3 overall.

Computed properties:
* E_LUMO: -0.85 eV
* SMILES string: CC(C)=CO.O=CC=O
* net charge: 0
* HOMO energy: -0.31869 Ha

Each line ends with the Löwdin charge.
CARTESIAN COORDINATES (ANGSTROEM)
C1 1.42955 0.17945 -1.13300  -0.069
C2 0.66491 0.25523 0.14554  -0.391
C3 0.19843 -1.02340 0.71179  -0.059
C4 0.37781 1.42452 0.57950  -0.218
O1 0.66272 2.65455 0.05439  -0.001
H1 1.10759 1.03757 -1.71374  0.065
H2 1.09722 -0.74529 -1.73075  0.104
H3 2.57150 0.07802 -1.11122  0.107
H4 -0.10105 -0.87806 1.69816  0.059
H5 0.83158 -1.88338 0.51909  0.084
H6 -0.76281 -1.32586 0.12246  0.083
H7 -0.37658 1.58754 1.39102  0.138
H8 1.53148 2.55875 -0.37448  0.098
O2 -4.38939 0.96776 0.21643  0.115
C5 -3.44669 0.22652 0.23635  -0.234
C6 -3.28093 -0.83494 -0.67485  -0.203
O3 -2.59508 -1.70340 -0.22495  0.077
H9 -2.54843 0.28238 0.85313  0.123
H10 -3.74766 -0.81283 -1.61056  0.123

=====

Last place for stability: one

=====

## one
The following is a DFT calculation (ωB97M-V with the def2-TZVPD basis set) of a single C6H10O3 molecule.

Computed properties:
* E_LUMO: 0.56 eV
* SMILES string: C=CC(=O)[C@@](C)(O)OC
* net charge: 0
* HOMO energy: -0.34502 Ha

Each line ends with the Löwdin charge.
CARTESIAN COORDINATES (ANGSTROEM)
C1 1.84529 1.96537 1.60808  0.066
C2 1.21791 0.81737 1.37861  -0.070
C3 0.63691 0.52915 0.05054  -0.357
O1 0.73145 1.27858 -0.91432  0.075
C4 0.10983 -0.88682 -0.16950  -0.479
C5 0.01335 -1.33938 -1.61469  0.017
O2 0.68394 -1.80186 0.67558  0.059
O3 -1.23260 -0.42428 0.44571  -0.126
C6 -2.15271 0.29730 -0.34439  -0.100
H1 1.94883 2.69252 0.82011  0.069
H2 2.27357 2.20117 2.56983  0.062
H3 1.09388 0.05754 2.14137  0.109
H4 0.94356 -1.83387 -1.87739  0.097
H5 -0.80929 -2.04239 -1.73189  0.093
H6 -0.13610 -0.48266 -2.26448  0.086
H7 0.04909 -2.51895 0.82183  0.129
H8 -2.53845 -0.30240 -1.16887  0.084
H9 -2.97635 0.57335 0.31937  0.095
H10 -1.70212 1.22024 -0.74549  0.092

=====

## two
The following is a DFT calculation (ωB97M-V with the def2-TZVPD basis set) of a single C6H10O3 molecule.

Computed properties:
* E_LUMO: 0.77 eV
* SMILES string: C/C(O)=C\[C@@H]1O[C@@]1(C)O
* net charge: 0
* HOMO energy: -0.26404 Ha

Each line ends with the Löwdin charge.
CARTESIAN COORDINATES (ANGSTROEM)
C1 -1.60251 -0.67761 -1.44229  -0.020
C2 -1.77092 -0.01107 -0.11754  -0.390
O1 -2.86564 -0.38167 0.61462  0.028
C3 -0.93498 0.89805 0.41723  -0.089
C4 0.30712 1.34184 -0.17187  -0.039
O2 1.23473 0.35266 -0.99849  -0.002
C5 1.78686 0.30519 0.19681  -0.555
C6 1.58784 -0.84414 1.13803  0.020
O3 3.00405 0.90007 0.35491  0.073
H1 -0.81716 -0.18694 -2.01515  0.078
H2 -1.34759 -1.73337 -1.31625  0.093
H3 -2.53044 -0.61480 -2.02124  0.088
H4 -3.42826 -0.95795 0.08469  0.098
H5 -1.19646 1.28406 1.39714  0.124
H6 0.77346 2.24697 0.21063  0.112
H7 2.06456 -1.73584 0.73045  0.091
H8 2.05052 -0.61317 2.09491  0.091
H9 0.52368 -1.04928 1.24699  0.079
H10 3.16112 1.47699 -0.40358  0.119

=====

Last place for stability: two

=====

## one
The following is a DFT calculation (ωB97M-V with the def2-TZVPD basis set) of a 2-piece molecular cluster, C4H10N3 overall.

Computed properties:
* E_LUMO: -4.15 eV
* net charge: +1
* HOMO energy: -0.44605 Ha

Each line ends with the Löwdin charge.
CARTESIAN COORDINATES (ANGSTROEM)
C1 -0.05685 -2.25774 0.22235  -0.103
C2 -0.27021 0.34869 0.25452  -0.223
C3 1.18414 -2.35432 -0.37956  -0.045
C4 -0.47781 2.54471 -0.74209  -0.060
N1 -1.13082 -2.55112 0.62962  0.292
N2 -0.73055 1.06844 -0.72783  -0.052
N3 0.32604 0.88019 1.35441  0.087
H1 1.29874 -1.71285 -1.17174  0.063
H2 2.07758 -1.91423 0.13176  0.137
H3 1.58581 -3.33384 -0.87728  0.168
H4 0.37798 2.82191 -0.04393  0.091
H5 -0.26299 2.88069 -1.87842  0.135
H6 -1.44690 2.98884 -0.40439  0.090
H7 -1.82624 -2.17928 1.22953  0.121
H8 -1.34102 0.60369 -1.35710  0.120
H9 0.72314 0.37557 2.11211  0.084
H10 -0.03004 1.79063 1.64804  0.097

=====

## two
The following is a DFT calculation (ωB97M-V with the def2-TZVPD basis set) of a 2-piece molecular cluster, C4H10N3 overall.

Computed properties:
* E_LUMO (alpha / beta): -4.82 / -5.88 eV
* net charge: +1
* HOMO energy (alpha / beta): -0.52282 / -0.52867 Ha

Each line ends with the Löwdin charge.
CARTESIAN COORDINATES (ANGSTROEM)
C1 0.81859 1.50086 -0.41058  -0.073
C2 1.28853 -1.03802 -0.51038  0.026
C3 -0.19979 1.33628 0.72633  -0.031
C4 0.23773 -1.24282 0.67620  -0.020
N1 0.43832 0.15646 -0.84633  -0.050
N2 -2.40724 -0.31198 -0.55792  0.187
N3 -0.40259 -0.06980 0.18943  -0.107
H1 0.68852 2.27489 -1.18242  0.137
H2 1.75900 1.58791 0.12440  0.129
H3 2.15144 -0.59873 -0.14730  0.094
H4 1.26196 -1.84831 -1.31287  0.158
H5 0.23466 1.23643 1.72630  0.128
H6 -1.04120 2.10403 0.88387  0.157
H7 -0.44382 -1.98355 0.59081  0.099
H8 0.61138 -1.09038 1.61385  0.111
H9 -2.74138 0.62319 -0.31710  0.021
H10 -2.02156 -0.27162 -1.51015  0.034

=====

Last place for stability: two

=====

## one
The following is a DFT calculation (ωB97M-V with the def2-TZVPD basis set) of an isolated ion of composition C4H10N3 and charge +1.

Computed properties:
* E_LUMO: -4.93 eV
* SMILES string: CCN(CC)[N+]#N
* net charge: +1
* HOMO energy: -0.56822 Ha

Each line ends with the Löwdin charge.
CARTESIAN COORDINATES (ANGSTROEM)
C1 1.58822 -1.77693 0.05852  -0.063
C2 0.25405 -1.09147 -0.20700  -0.170
N1 0.26454 0.29029 0.26934  -0.077
C3 -0.91575 1.02245 0.68232  -0.170
C4 -1.86417 1.30072 -0.47528  -0.053
N2 1.42046 0.92832 0.00657  0.057
N3 2.37959 1.46846 -0.10181  0.402
H1 1.86541 -1.69613 1.10732  0.091
H2 1.50278 -2.83130 -0.18464  0.095
H3 2.38976 -1.36786 -0.55311  0.075
H4 0.02123 -1.11555 -1.27757  0.135
H5 -0.54535 -1.59777 0.33509  0.142
H6 -0.60949 1.95028 1.17034  0.137
H7 -1.40846 0.38906 1.42733  0.140
H8 -2.15254 0.38310 -0.98148  0.081
H9 -2.76589 1.76029 -0.07914  0.093
H10 -1.42441 1.98403 -1.19680  0.085

=====

## two
The following is a DFT calculation (ωB97M-V with the def2-TZVPD basis set) of an isolated ion of composition C4H10N3 and charge +1.

Computed properties:
* E_LUMO: -3.13 eV
* SMILES string: C[C@@H]1C[NH2+]N=C1N
* net charge: +1
* HOMO energy: -0.52457 Ha

Each line ends with the Löwdin charge.
CARTESIAN COORDINATES (ANGSTROEM)
C1 0.29999 -1.30661 -1.26245  -0.071
C2 0.39599 -0.69943 0.11518  -0.195
C3 -0.85927 -0.74011 0.95646  -0.065
N1 -1.25142 0.71446 1.26466  0.043
N2 -0.42027 1.65007 0.60402  0.074
C4 0.51341 1.09518 -0.05809  -0.290
N3 1.43396 1.62963 -0.81485  0.193
H1 1.27224 -1.31415 -1.74551  0.084
H2 -0.39125 -0.75039 -1.89293  0.095
H3 -0.05288 -2.33394 -1.19893  0.092
H4 1.28991 -0.98603 0.66105  0.132
H5 -1.68112 -1.20584 0.41547  0.134
H6 -0.70765 -1.25178 1.90448  0.134
H7 -2.22658 0.90484 0.98714  0.189
H8 -1.20356 0.89841 2.27780  0.188
H9 2.11171 1.06298 -1.29564  0.127
H10 1.47681 2.63273 -0.91786  0.136

=====

## three
The following is a DFT calculation (ωB97M-V with the def2-TZVPD basis set) of an isolated ion of composition C4H10N3 and charge +1.

Computed properties:
* E_LUMO: -4.72 eV
* SMILES string: C=C(C)/[N+](N)=N/C
* net charge: +1
* HOMO energy: -0.53628 Ha

Each line ends with the Löwdin charge.
CARTESIAN COORDINATES (ANGSTROEM)
C1 -1.95438 -0.84283 0.55552  0.119
C2 -1.10158 0.08414 0.12770  -0.308
C3 -1.36534 1.45450 -0.37796  -0.021
N1 0.28977 -0.37679 -0.03817  -0.173
N2 0.46483 -1.49835 -0.72505  0.203
N3 1.02501 0.44212 0.50753  0.088
C4 2.46005 0.29153 0.52205  -0.007
H1 -1.51778 -1.81965 0.81487  0.097
H2 -2.97501 -0.44927 0.65453  0.105
H3 -0.86833 1.88315 -1.20403  0.077
H4 -1.14043 2.08821 0.47504  0.094
H5 -2.46228 1.51736 -0.56932  0.113
H6 -0.38509 -1.82841 -1.25415  0.177
H7 1.27205 -1.66067 -1.23620  0.100
H8 2.81807 0.20198 1.63376  0.148
H9 2.89457 1.21204 0.12702  0.103
H10 2.54588 -0.69905 -0.01312  0.086

=====

## four
The following is a DFT calculation (ωB97M-V with the def2-TZVPD basis set) of a 2-piece molecular cluster, C4H10N3 overall.

Computed properties:
* E_LUMO (alpha / beta): -5.00 / -4.79 eV
* net charge: +1
* HOMO energy (alpha / beta): -0.44889 / -0.47945 Ha

Each line ends with the Löwdin charge.
CARTESIAN COORDINATES (ANGSTROEM)
C1 -1.92099 0.10022 0.26096  -0.183
C2 2.46505 -0.70989 -0.04396  -0.075
C3 1.75044 -0.27193 -1.20586  -0.015
C4 1.21905 0.17298 0.35789  -0.308
N1 -2.34624 -0.02119 -0.96364  0.160
N2 -2.53194 -0.01916 1.37355  0.173
N3 0.27867 -0.43914 1.00528  0.132
H1 2.32103 -1.69702 0.23328  0.097
H2 3.38784 -0.26125 0.08729  0.104
H3 2.18814 0.38575 -1.96443  0.121
H4 0.91531 -0.76219 -1.60027  0.069
H5 1.39594 1.25107 0.38676  0.140
H6 -3.29326 0.12705 -1.28764  0.131
H7 -1.66253 -0.07974 -1.72916  0.127
H8 -3.49625 0.29452 1.55370  0.160
H9 -1.83843 -0.05450 2.05632  0.079
H10 0.40488 -1.43487 1.10753  0.089

=====

Last place for stability: four

=====

## one
The following is a DFT calculation (ωB97M-V with the def2-TZVPD basis set) of a 2-piece molecular cluster, C4H10N3 overall.

Computed properties:
* E_LUMO (alpha / beta): -3.87 / -4.75 eV
* net charge: +1
* HOMO energy (alpha / beta): -0.43785 / -0.42303 Ha

Each line ends with the Löwdin charge.
CARTESIAN COORDINATES (ANGSTROEM)
C1 1.61072 1.00685 0.80404  0.050
C2 1.22766 -0.94236 -0.70117  -0.067
C3 1.86710 2.13484 1.63773  0.016
C4 -2.49685 -0.18424 -0.84944  -0.090
N1 1.55699 0.09955 0.06231  0.069
N2 -1.69311 -0.85989 0.08802  -0.048
N3 -0.91879 -1.69847 -0.42489  0.057
H1 1.02186 -0.68533 -1.72216  0.075
H2 1.92049 -1.78759 -0.54091  0.097
H3 1.46612 2.02411 2.60889  0.097
H4 1.56749 3.06282 1.20946  0.110
H5 2.87415 2.08920 1.78237  0.075
H6 -3.44986 -0.31164 -0.47451  0.070
H7 -2.40601 0.88983 -0.70043  0.099
H8 -2.38228 -0.49061 -1.88531  0.097
H9 -1.20505 -2.14836 -1.27697  0.148
H10 -0.56064 -2.19870 0.38297  0.147

=====

## two
The following is a DFT calculation (ωB97M-V with the def2-TZVPD basis set) of an isolated ion of composition C4H10N3 and charge +1.

Computed properties:
* E_LUMO: -3.50 eV
* SMILES string: C[C@@]1(N)C=C[NH2+]N1
* net charge: +1
* HOMO energy: -0.50138 Ha

Each line ends with the Löwdin charge.
CARTESIAN COORDINATES (ANGSTROEM)
C1 1.81944 0.53315 -0.78643  0.000
C2 0.57306 0.04953 0.02384  -0.467
N1 0.81888 -0.52348 1.27309  0.102
C3 -0.72014 1.30099 0.34111  0.133
C4 -1.82249 0.70108 -0.01762  -0.064
N2 -1.65280 -0.72400 -0.41501  0.067
N3 -0.24201 -0.90537 -0.73869  0.047
H1 2.74405 0.06765 -0.47640  0.075
H2 1.84458 1.60037 -0.65017  0.071
H3 1.72960 0.19926 -1.85908  0.101
H4 1.26867 -1.38292 1.39076  0.090
H5 0.95613 0.19506 1.89372  0.066
H6 -0.45599 2.21267 0.93753  0.139
H7 -2.79086 0.89508 0.26232  0.100
H8 -1.92185 -1.29015 0.48586  0.230
H9 -2.20125 -1.13234 -1.19520  0.200
H10 0.05298 -1.79659 -0.46963  0.113

=====

## three
The following is a DFT calculation (ωB97M-V with the def2-TZVPD basis set) of an isolated ion of composition C4H10N3 and charge +1.

Computed properties:
* E_LUMO: -5.29 eV
* SMILES string: CC[N+]1(CC)N=N1
* net charge: +1
* HOMO energy: -0.61125 Ha

Each line ends with the Löwdin charge.
CARTESIAN COORDINATES (ANGSTROEM)
C1 -0.20040 2.31574 -0.43423  -0.031
C2 -0.41440 1.15937 0.55250  -0.196
N1 -1.04794 -0.02550 0.05502  -0.228
C3 -0.43857 -1.19568 -0.62280  -0.171
C4 -0.22801 -2.30344 0.30240  -0.065
N2 -2.40079 0.27326 -0.45620  0.305
N3 -2.30557 -0.20765 0.60192  0.233
H1 0.26077 1.95556 -1.29844  0.058
H2 -1.20907 2.80560 -0.53879  0.102
H3 0.44896 3.06929 0.10259  0.119
H4 -0.87146 1.51665 1.51437  0.159
H5 0.52041 0.70700 0.83289  0.128
H6 -1.18632 -1.54890 -1.41703  0.162
H7 0.38927 -0.92514 -1.28200  0.148
H8 0.30808 -1.92135 1.16197  0.095
H9 -1.02362 -2.92852 0.66227  0.096
H10 0.42796 -2.94018 -0.22710  0.088

=====

## four
The following is a DFT calculation (ωB97M-V with the def2-TZVPD basis set) of a 2-piece molecular cluster, C4H10N3 overall.

Computed properties:
* E_LUMO: -3.59 eV
* net charge: +1
* HOMO energy: -0.53279 Ha

Each line ends with the Löwdin charge.
CARTESIAN COORDINATES (ANGSTROEM)
C1 -1.10041 1.54656 0.02322  -0.022
C2 -1.57848 0.18958 -0.24266  -0.081
C3 2.40748 0.31369 0.26045  -0.296
C4 -1.30350 -2.25707 0.08591  0.033
N1 1.49474 -0.32857 0.47315  0.172
N2 3.33469 0.98377 -0.35161  0.157
N3 -0.89247 -0.83411 0.08314  -0.014
H1 -1.59108 1.98789 0.85290  0.093
H2 -1.12012 2.08706 -0.91267  0.098
H3 -2.51782 0.04881 -0.87987  0.177
H4 -0.01430 1.46498 0.30579  0.079
H5 -1.45177 -2.39651 1.14522  0.108
H6 -2.29961 -2.32678 -0.30854  0.098
H7 -0.46353 -2.70551 -0.32825  0.083
H8 2.98050 1.61236 -1.04710  0.123
H9 4.13456 1.32327 0.18354  0.137
H10 -0.01886 -0.70942 0.65738  0.056

=====

Last place for stability: one